Entry 1:
C3H15N2O2S | ωB97M-V/def2-TZVPD

Positions of all 23 atoms, in Å:
N (5.07, -0.22, 0.19)
C (-2.63, 0.51, -0.16)
C (-3.01, -0.81, 0.12)
S (1.34, -0.32, 0.05)
C (-1.54, 1.31, 0.51)
N (-0.76, 2.28, -0.24)
H (4.28, 0.16, 0.75)
H (5.72, 0.48, -0.19)
H (5.60, -0.86, 0.83)
H (-3.23, 1.13, -0.80)
H (-2.37, -1.43, 0.89)
H (-3.81, -1.42, -0.39)
H (2.28, -0.19, -0.89)
H (-1.01, 0.77, 1.25)
H (-2.17, 1.98, 1.09)
H (-1.25, 3.01, -0.80)
H (0.20, 2.10, -0.37)
H (-0.04, -1.06, 1.49)
H (-0.22, -1.96, 2.75)
O (-0.74, -1.42, 2.11)
H (0.01, -1.22, -2.21)
H (-0.87, -1.67, -3.40)
O (-0.86, -1.15, -2.59)

Summary:
HOMO energy   -12.887 eV
Total energy   -21251.2197 eV
Kohn-Sham gap   3.586 eV
LUMO level   -9.30 eV
Multiplicity   1
Net charge   +1


Entry 2:
C3H15N2O3 | ωB97M-V/def2-TZVPD

Positions of all 23 atoms, in Å:
C (1.13, -2.14, 1.70)
C (0.98, -0.67, 1.27)
N (0.68, -0.39, -0.15)
C (1.15, 0.77, -0.56)
N (0.97, 1.24, -1.79)
H (1.29, -2.71, 0.78)
H (2.08, -2.14, 2.27)
H (0.42, -2.70, 2.31)
H (0.20, -0.12, 1.81)
H (1.93, -0.24, 1.60)
H (-0.10, -0.77, -0.68)
H (1.68, 1.37, 0.15)
H (0.38, 0.79, -2.47)
H (1.48, 2.06, -2.06)
H (-2.48, -0.55, 1.46)
H (-2.43, -0.10, 0.07)
O (-1.81, -0.38, 0.78)
H (-1.52, -1.54, -2.77)
H (-2.33, -0.24, -2.26)
O (-1.47, -0.68, -2.31)
H (-0.27, 2.73, 1.92)
H (-0.99, 1.46, 1.24)
O (-0.44, 2.26, 1.09)

Summary:
HOMO energy   -14.040 eV
Total energy   -12471.1948 eV
Kohn-Sham gap   11.056 eV
LUMO level   -2.98 eV
Multiplicity   1
Net charge   +1


Entry 3:
C3H15NO3 | ωB97M-V/def2-TZVPD

Positions of all 22 atoms, in Å:
C (-0.10, 0.40, -1.63)
N (-0.44, 0.85, -0.28)
C (-1.77, 1.32, -0.12)
C (0.55, 1.57, 0.42)
H (-0.95, -0.48, -1.80)
H (-0.13, 1.14, -2.48)
H (0.89, -0.07, -1.78)
H (-1.96, 1.53, 0.98)
H (-2.53, 0.54, -0.49)
H (-1.90, 2.26, -0.81)
H (0.38, 1.60, 1.47)
H (1.59, 1.41, 0.31)
H (0.64, 2.69, 0.12)
O (3.77, -1.22, 0.96)
H (4.12, -2.08, 0.89)
H (2.81, -1.30, 1.20)
O (-2.12, -1.62, 1.00)
H (-2.44, -1.76, 0.10)
H (-2.20, -0.72, 1.23)
O (0.99, -2.14, 0.26)
H (0.62, -1.25, 0.14)
H (0.19, -2.65, 0.31)

Summary:
HOMO energy   -8.756 eV
Total energy   -10985.3528 eV
Kohn-Sham gap   9.250 eV
LUMO level   0.49 eV
Multiplicity   1
Net charge   0


Entry 4:
C3H15NO3 | ωB97M-V/def2-TZVPD

Positions of all 22 atoms, in Å:
C (-0.33, -1.33, -0.77)
C (-1.31, -1.54, 0.40)
C (-1.88, -0.25, 0.97)
N (1.00, -0.90, -0.38)
H (-0.23, -2.19, -1.43)
H (-0.75, -0.58, -1.51)
H (-2.07, -2.29, 0.14)
H (-0.59, -1.92, 1.18)
H (-2.93, -0.13, 0.69)
H (-1.79, -0.27, 2.04)
H (-1.40, 0.72, 0.79)
H (0.90, -0.18, 0.39)
H (1.39, -1.70, 0.13)
H (-0.29, 2.58, -0.57)
H (1.14, 2.08, -0.68)
O (0.56, 2.61, -0.11)
H (1.48, 0.64, -2.94)
H (1.84, 0.16, -1.60)
O (1.95, 0.94, -2.15)
H (1.80, 1.02, 2.02)
H (0.65, 1.65, 1.41)
O (0.84, 0.86, 1.98)

Summary:
HOMO energy (alpha / beta)   -15.648 / -15.581 eV
Total energy   -10977.2201 eV
Kohn-Sham gap (alpha / beta)   12.431 / 5.999 eV
LUMO level (alpha / beta)   -3.22 / -9.58 eV
Multiplicity   2
<S²>   0.75
Net charge   +1


Entry 5:
C3H15NO3S | ωB97M-V/def2-TZVPD

Positions of all 23 atoms, in Å:
C (1.06, 0.96, -1.86)
C (1.63, 0.15, -0.66)
N (0.44, -0.48, 0.00)
C (2.32, 1.16, 0.28)
S (1.12, 2.15, 1.20)
H (1.09, 0.48, -2.83)
H (0.00, 1.23, -1.79)
H (1.54, 1.93, -1.90)
H (2.25, -0.64, -1.10)
H (0.09, -1.25, -0.60)
H (-0.26, 0.26, -0.07)
H (2.95, 1.75, -0.43)
H (2.87, 0.66, 1.10)
H (0.65, 1.34, 2.16)
O (-2.46, 1.10, 0.97)
H (-2.55, 0.37, 0.33)
H (-3.37, 1.03, 1.30)
O (2.42, -2.30, 1.87)
H (3.06, -1.92, 2.47)
H (1.68, -1.84, 1.48)
O (-5.25, -2.25, -0.44)
H (-5.07, -1.57, -1.11)
H (-6.20, -2.31, -0.38)

Summary:
HOMO energy   -8.898 eV
Total energy   -21821.1477 eV
Kohn-Sham gap   9.163 eV
LUMO level   0.26 eV
Multiplicity   1
Net charge   0


Entry 6:
C3H15NO4 | ωB97M-V/def2-TZVPD

Positions of all 23 atoms, in Å:
C (0.79, -0.58, 2.24)
C (1.30, 0.59, 1.45)
C (1.10, 0.76, 0.15)
N (1.72, 1.71, -0.70)
H (0.45, -1.34, 1.56)
H (0.03, -0.29, 2.96)
H (1.62, -0.93, 2.85)
H (2.07, 1.17, 1.92)
H (0.47, 0.09, -0.41)
H (1.02, 2.30, -1.12)
H (2.32, 2.37, -0.20)
O (2.25, -0.92, -2.19)
H (1.66, -1.07, -2.93)
H (2.32, 0.02, -1.96)
O (-3.45, 1.36, 1.72)
H (-4.16, 2.00, 1.62)
H (-3.59, 0.73, 1.01)
O (-0.38, -1.86, -1.75)
H (0.55, -1.65, -1.87)
H (-1.02, -2.55, -1.60)
O (-2.22, -0.66, -0.15)
H (-2.22, 0.20, 0.22)
H (-1.57, -1.16, -0.66)

Summary:
HOMO energy   -8.661 eV
Total energy   -13032.7411 eV
Kohn-Sham gap   9.359 eV
LUMO level   0.70 eV
Multiplicity   1
Net charge   0


Entry 7:
C3H15O4S | ωB97M-V/def2-TZVPD

Positions of all 23 atoms, in Å:
C (1.51, 0.36, -2.40)
C (0.68, 1.60, -2.13)
C (0.98, 2.20, -0.64)
S (-0.56, 1.81, 0.41)
H (2.05, 0.06, -1.45)
H (2.18, 0.52, -3.21)
H (0.99, -0.54, -2.72)
H (0.82, 2.38, -2.85)
H (-0.37, 1.26, -2.30)
H (1.19, 3.25, -0.72)
H (1.89, 1.71, -0.23)
H (-0.48, 0.00, 0.94)
H (0.34, -1.03, 2.10)
O (-0.49, -1.01, 1.46)
H (1.15, -2.39, 0.81)
H (1.54, -2.05, -0.52)
O (1.61, -2.75, 0.09)
H (-1.88, 0.54, 3.27)
H (-1.83, -0.94, 3.08)
O (-2.12, -0.32, 3.75)
H (-3.27, -1.48, 1.85)
H (-2.49, -1.52, 0.54)
O (-3.44, -1.68, 0.89)

Summary:
HOMO energy   -3.743 eV
Total energy   -22380.3679 eV
Kohn-Sham gap   7.311 eV
LUMO level   3.57 eV
Multiplicity   1
Net charge   -1


Entry 8:
C3H16AgBClN6O3 | ωB97M-V/def2-TZVPD

Positions of all 31 atoms, in Å:
Ag (1.08, -3.38, -2.67)
B (3.26, -2.79, -2.25)
H (2.51, -2.11, -1.90)
H (3.29, -3.65, -1.60)
H (3.02, -3.02, -3.28)
H (4.21, -2.28, -2.37)
Cl (-0.20, -1.42, -1.58)
C (-1.66, -1.06, 2.41)
O (-2.19, -1.32, 3.47)
N (-1.36, -1.86, 1.49)
N (-1.32, 0.11, 1.99)
H (-0.82, -1.64, 0.66)
H (-1.24, -2.82, 1.79)
H (-0.86, 0.12, 1.09)
H (-1.51, 1.01, 2.41)
C (1.44, 1.43, 1.30)
O (0.65, 2.17, 0.79)
N (1.74, 0.25, 0.81)
N (2.30, 1.84, 2.18)
H (2.42, -0.19, 1.41)
H (1.25, -0.05, -0.02)
H (2.31, 2.85, 2.29)
H (2.71, 1.17, 2.82)
C (-2.85, 1.61, -1.46)
O (-3.29, 0.60, -1.90)
N (-1.61, 1.73, -1.05)
N (-3.49, 2.72, -1.46)
H (-1.04, 1.06, -1.55)
H (-1.26, 2.68, -1.02)
H (-4.47, 2.73, -1.70)
H (-3.02, 3.52, -1.08)

Summary:
HOMO energy (alpha / beta)   -9.236 / -9.230 eV
Total energy   -35647.4651 eV
Kohn-Sham gap (alpha / beta)   7.536 / 3.962 eV
LUMO level (alpha / beta)   -1.70 / -5.27 eV
Multiplicity   2
<S²>   0.76
Net charge   0


Copy entry 4 word for word.
C3H15NO3 | ωB97M-V/def2-TZVPD

Positions of all 22 atoms, in Å:
C (-0.33, -1.33, -0.77)
C (-1.31, -1.54, 0.40)
C (-1.88, -0.25, 0.97)
N (1.00, -0.90, -0.38)
H (-0.23, -2.19, -1.43)
H (-0.75, -0.58, -1.51)
H (-2.07, -2.29, 0.14)
H (-0.59, -1.92, 1.18)
H (-2.93, -0.13, 0.69)
H (-1.79, -0.27, 2.04)
H (-1.40, 0.72, 0.79)
H (0.90, -0.18, 0.39)
H (1.39, -1.70, 0.13)
H (-0.29, 2.58, -0.57)
H (1.14, 2.08, -0.68)
O (0.56, 2.61, -0.11)
H (1.48, 0.64, -2.94)
H (1.84, 0.16, -1.60)
O (1.95, 0.94, -2.15)
H (1.80, 1.02, 2.02)
H (0.65, 1.65, 1.41)
O (0.84, 0.86, 1.98)

Summary:
HOMO energy (alpha / beta)   -15.648 / -15.581 eV
Total energy   -10977.2201 eV
Kohn-Sham gap (alpha / beta)   12.431 / 5.999 eV
LUMO level (alpha / beta)   -3.22 / -9.58 eV
Multiplicity   2
<S²>   0.75
Net charge   +1


Q: Which formula does entry 8 have?
A: C3H16AgBClN6O3


Q: The lowest total energy belongs to which entry?
A: C3H16AgBClN6O3